(1)
The following is a DFT calculation (ωB97M-V with the def2-TZVPD basis set) of a structure of composition C37H47Cl2F5I2N3O5RuS2Si.

## Properties
Relative energy (zero: lowest compared OMol25 entry of this formula, charge and spin) in kcal/mol: 22.9
Charge: 0
Spin multiplicity: 6
Gap between HOMO and LUMO (alpha / beta) in eV: 7.397 / 6.428

Positions of all 105 atoms, in Å:
I -1.3324 2.1411 1.9697
I -3.3094 0.3051 -0.4513
Ru -0.3164 -0.3057 -0.4159
Cl 1.0696 0.6982 -5.1554
Cl 5.9824 2.4571 -3.6587
S -0.6888 -1.4022 1.6522
S -0.6510 2.7622 -1.5630
Si 1.1339 -0.8389 2.5883
F -2.0055 -2.3518 -5.0909
F -2.3878 -4.9432 -4.3237
F -1.0457 -3.9084 0.0308
F -1.9087 -5.6763 -1.7597
F -1.1613 -0.5354 -3.2922
O 0.8471 -0.0649 3.9954
O 1.8047 0.2927 1.5926
O 2.1061 -2.0879 2.9221
O 1.5823 -1.5205 -1.0104
O 1.3469 0.5336 -1.6961
N 4.1001 0.5259 -4.9106
N -1.9141 4.9984 -2.3277
N -2.0042 3.4100 -3.8257
C -3.2058 1.3375 1.4143
C 0.0089 0.7689 6.0270
C -1.7628 -2.7209 -3.8260
C 3.0984 2.0572 0.6326
C 3.6391 -3.8528 3.1694
C -1.5487 3.7168 -2.6006
C 3.3513 -0.6222 -2.3357
C 3.6517 -0.8222 -4.8406
C 1.1809 -4.3061 3.0736
C 2.8171 -3.4722 -4.7959
C -2.7813 4.4908 -4.4161
C 2.2935 3.8205 -3.0156
C 2.1015 1.7994 -4.2970
C 2.9960 1.0932 1.8052
C 3.2559 -2.9047 -5.9885
C -1.9638 2.0907 -4.4143
C -1.7155 -4.4014 -2.1283
C -1.2727 -3.4552 -1.2179
C -1.3208 -1.8222 -2.8740
C 4.2033 0.1668 1.8467
C 2.8789 1.8815 3.1022
C 1.6800 -1.0955 6.0065
C 1.5125 2.8694 -3.6481
C 2.8273 -2.7160 -3.6355
C -1.0560 -2.1403 -1.5631
C -2.4740 5.6773 -3.4887
C -0.6695 -1.4997 5.2229
C 3.4877 1.6069 -4.3003
C 2.3189 -3.4571 2.5280
C 2.3954 -3.5622 1.0157
C 3.6737 3.6968 -3.0444
C 3.6626 -1.5823 -6.0048
C 2.0245 -0.5321 -1.6452
C 0.4680 -0.4907 5.3103
C 4.2459 2.6059 -3.6713
C 3.2599 -1.3902 -3.6380
C -1.9606 -4.0338 -3.4394
H 1.8307 4.6522 -2.5027
H 3.4650 1.5679 -0.2662
H 0.2304 -4.0042 2.6299
H -0.3379 0.5337 7.0351
H 4.2222 -0.4549 0.9492
H -1.1290 1.5421 -3.9878
H 3.1890 -2.9228 0.6251
H 3.7856 2.8674 0.8852
H -1.4941 -1.0887 4.6382
H 4.4395 -3.2044 2.8089
H 3.9712 -1.1082 -6.9282
H 2.0728 -1.9290 5.4244
H 3.2613 -3.4820 -6.9038
H -0.8069 1.2349 5.4719
H -3.9224 2.1459 1.3585
H 1.9898 2.5161 3.0880
H -3.8456 4.2390 -4.4317
H 0.8303 1.4841 6.0968
H -1.8163 2.1833 -5.4905
H 1.4088 -1.4549 7.0014
H 5.0641 0.6573 -5.1704
H 3.5801 -3.7616 4.2553
H 0.4324 2.9480 -3.6512
H -3.4729 0.5982 2.1582
H -2.4577 4.6694 -5.4414
H -1.4714 5.4729 -1.5601
H -2.8886 1.5391 -4.2267
H 2.4678 -0.3468 6.1103
H 2.1232 2.4877 0.3991
H 2.6022 -4.5959 0.7296
H 4.3128 4.4285 -2.5699
H 3.7565 2.5211 3.2069
H 1.4577 -3.2559 0.5525
H -1.7562 6.3649 -3.9413
H 2.5061 -3.1515 -2.6967
H -1.0338 -1.7436 6.2225
H -3.3706 6.2350 -3.2257
H 5.1246 0.7518 1.8869
H 3.8872 -4.8856 2.9182
H 2.4789 -4.4999 -4.7680
H 2.8126 1.2273 3.9725
H 1.1182 -4.2055 4.1592
H 3.7393 0.3805 -2.4860
H 1.3513 -5.3574 2.8340
H 4.0258 -1.1552 -1.6609
H 4.1684 -0.4900 2.7170
H -0.3391 -2.4236 4.7417

Atomic forces in eV per Å
-0.1 0.2 0.0
0.0 0.1 0.1
0.6 -1.0 -0.2
0.2 0.0 -0.1
0.0 0.0 0.0
0.2 0.3 -0.1
-0.5 0.2 0.4
0.0 0.3 0.1
0.0 0.0 0.1
0.1 0.1 0.1
0.0 0.0 -0.1
0.0 0.1 0.0
0.0 -0.1 0.1
0.0 0.0 0.0
-0.1 -0.2 0.0
0.0 -0.1 0.0
0.1 0.0 0.1
-0.4 0.1 0.4
0.0 0.0 -0.3
0.0 0.0 0.0
0.1 -0.1 -0.1
-0.1 0.0 0.0
0.0 0.0 0.0
0.0 -0.1 -0.1
-0.1 0.1 0.0
0.1 0.0 0.0
-0.3 0.1 0.3
0.2 -0.2 0.0
0.2 0.3 -0.1
0.0 0.0 0.0
0.0 0.1 0.0
0.1 0.0 0.0
0.1 0.0 -0.1
0.0 0.2 -0.1
0.0 -0.1 0.0
0.0 0.0 0.1
-0.1 0.1 0.0
0.0 -0.1 0.0
0.1 -0.2 0.2
-0.1 0.0 -0.2
0.1 0.0 0.0
0.0 0.1 0.1
0.0 0.0 0.0
0.1 0.0 -0.5
0.0 0.0 0.0
-0.3 0.6 -0.2
0.0 -0.1 0.0
0.0 0.0 0.0
0.0 0.1 -0.1
0.0 0.1 0.0
0.0 0.0 0.0
-0.1 0.0 0.0
0.0 -0.1 -0.1
-0.1 -0.1 0.2
0.0 -0.1 -0.1
0.0 0.0 0.0
-0.1 -0.2 0.2
-0.1 -0.1 -0.1
0.0 0.0 0.0
0.0 -0.1 -0.1
0.0 0.0 0.0
0.0 0.0 0.0
0.0 0.0 0.0
-0.2 0.0 0.0
0.0 0.0 0.0
0.0 0.0 0.0
0.0 0.0 0.0
0.0 0.0 0.0
0.0 0.0 0.0
0.0 0.0 0.0
0.0 0.0 0.0
0.0 0.0 0.0
0.0 0.0 0.0
0.0 0.0 0.0
0.0 0.0 0.1
0.0 0.0 0.0
0.0 0.0 0.0
0.0 0.0 0.0
0.0 0.0 0.1
0.0 0.0 0.0
0.6 0.0 -0.2
0.0 0.0 0.0
0.0 0.0 0.0
0.0 0.0 0.0
0.0 0.0 0.0
0.0 0.0 0.0
0.0 0.0 0.0
0.0 0.0 0.0
0.0 0.0 0.0
0.0 0.0 0.0
0.1 -0.1 0.1
0.0 0.0 0.0
0.0 0.0 0.0
0.0 0.0 0.0
0.0 0.0 0.0
0.0 0.0 0.0
0.0 0.0 0.0
0.0 0.0 0.0
0.0 0.1 -0.1
0.0 0.0 0.0
0.0 -0.1 0.1
0.0 0.0 0.0
0.0 0.0 0.0
0.0 0.0 0.0
0.0 0.0 0.0

Atomic partial charges in e from the Mulliken method, atoms 1 to 6:
1. I 0.2148
2. I 0.1141
3. Ru 0.5805
4. Cl -0.1113
5. Cl -0.2562
6. S -1.0930

***

(2)
The following is a DFT calculation (ωB97M-V with the def2-TZVPD basis set) of a structure of composition C37H48BN8O2S5Tc.

## Properties
Charge: +3
Spin multiplicity: 4
Gap between HOMO and LUMO (alpha / beta) in eV: 6.277 / 4.454

Positions of all 102 atoms, in Å:
Tc 0.2132 0.5472 -0.5434
S -3.7436 -0.8151 -0.5568
S -1.0572 3.5490 -3.9713
S -2.5722 1.3233 -2.8123
S -0.9475 1.8248 1.0356
S 0.8206 -1.4111 0.5794
O 2.5869 4.2316 -3.7316
O 1.9255 1.4936 -0.6270
N -0.0828 1.8927 -2.1160
N -0.7363 -2.5250 2.4823
N -2.0922 -0.4352 1.8887
N -1.6081 -3.9538 0.5515
N -1.0636 -3.3221 3.4896
N -2.9472 -1.1970 2.5906
N 1.0714 2.6502 -2.3995
N -2.2888 -2.7695 0.5236
C 1.2473 -3.6194 3.8534
C 3.3150 3.0725 -1.7809
C 3.5046 4.0038 -2.8752
C -1.8546 -4.8405 -0.3500
C 0.0837 -6.0612 0.6891
C 4.3572 2.8625 -0.9305
C -3.8572 -0.7321 3.4046
C -4.8871 -1.6396 4.0310
C -3.5178 -3.4274 -1.4134
C 0.5037 -2.2528 2.0770
C -1.1203 2.2156 -2.8784
C -2.8665 -4.6102 -1.3324
C -0.0964 -3.9090 4.1606
C -1.9832 0.8552 2.0143
C -6.2594 -1.1498 3.5180
C 4.7464 4.7018 -3.0427
C -1.3744 -5.9789 4.6386
C -4.6695 -3.0904 3.5948
C 1.5776 -2.7877 2.8195
C 2.0378 2.3724 -1.6014
C -1.0757 -6.1458 -0.3065
C -2.6576 3.2028 -4.7487
C -0.5209 -4.8605 5.2647
C -2.8578 2.9506 3.1501
C -0.5206 -6.4576 -1.7017
C -2.9035 1.4691 2.9387
C -3.1664 -2.3957 -0.4597
C -3.8158 0.6760 3.5761
C 5.5775 3.5512 -1.1087
C 5.7584 4.4759 -2.1709
C -3.5521 2.5703 -3.7059
C -1.3673 -4.0894 6.2893
C -2.0492 -7.2568 0.1308
C 2.9954 -2.4371 2.4844
C -4.5815 -3.2093 -2.4544
C 0.6885 -5.4800 5.9656
C -4.8125 -1.5133 5.5602
B -1.9322 -1.9575 1.7331
H -1.6718 -4.7703 7.0859
H 1.7682 3.6858 -3.4934
H 4.2306 2.1637 -0.1131
H -6.5006 -0.1479 3.8829
H -3.0654 4.1501 -5.0968
H 1.2956 -4.7280 6.4788
H -3.8656 -1.9016 5.9434
H -5.6245 -2.0926 6.0022
H -1.7651 -6.6178 5.4330
H -0.2754 -5.8246 1.6928
H -4.8169 -3.2028 2.5146
H -4.2271 -3.5228 -3.4365
H 6.3931 3.3726 -0.4175
H -6.2944 -1.1464 2.4258
H -0.7783 -6.6041 3.9678
H -2.5058 -7.0218 1.0970
H -3.9099 3.2922 -2.9762
H 6.7003 4.9980 -2.2838
H -1.3092 -6.5739 -2.4473
H -1.5077 -8.1995 0.2312
H 3.2653 -2.8080 1.4933
H 3.6818 -2.8621 3.2144
H 0.0345 -7.3965 -1.6664
H -2.4864 2.5507 -5.6021
H -7.0288 -1.8322 3.8833
H -3.5477 3.2597 3.9316
H 0.1639 -5.6742 -2.0393
H -4.8952 -2.1740 -2.4994
H -4.4007 2.0601 -4.1571
H -3.6694 -3.4468 3.8500
H -0.7999 -3.2713 6.7439
H -2.2694 -3.6836 5.8267
H 3.1211 -1.3536 2.4670
H -3.1238 3.4690 2.2238
H -5.3990 -3.7263 4.0975
H -3.1102 -5.3992 -2.0366
H -4.9251 -0.4786 5.8962
H -1.8495 3.2749 3.4152
H 0.8052 -5.2937 0.3868
H 0.3335 -6.1806 6.7211
H 0.6000 -7.0239 0.7219
H 2.0354 -4.0490 4.4587
H -2.8468 -7.4083 -0.6025
H 4.8363 5.3921 -3.8726
H -2.2179 -5.5672 4.0800
H -4.5300 1.1344 4.2494
H -5.4532 -3.8213 -2.2151
H 1.3232 -6.0409 5.2728

Atomic forces in eV per Å
-0.7 0.3 1.0
0.2 -0.2 0.2
0.1 0.0 0.1
-0.1 -0.1 0.0
0.4 -0.2 -0.5
0.2 -0.2 -0.6
-0.5 0.1 -0.4
0.1 0.2 0.0
-0.1 0.2 -0.6
0.1 0.3 0.1
0.1 -0.2 0.4
0.1 0.0 0.1
-0.1 0.0 0.0
0.0 0.0 0.1
-0.5 -0.2 -0.1
-0.1 0.2 0.1
0.1 -0.1 0.2
0.1 0.1 -0.1
0.4 -0.1 0.3
0.0 -0.2 -0.1
0.0 0.1 0.0
0.2 0.0 0.1
-0.1 -0.1 -0.1
0.0 0.0 -0.1
-0.1 0.0 -0.1
-0.2 0.2 0.3
0.5 0.3 0.2
0.0 -0.1 -0.1
0.0 0.0 0.1
-0.2 0.2 -0.1
0.0 0.0 0.0
-0.2 0.0 -0.1
0.0 0.0 0.0
0.0 0.0 -0.1
0.3 0.2 -0.1
-0.2 -0.3 0.2
-0.1 0.0 0.1
0.0 0.0 0.0
-0.1 -0.1 0.0
0.0 -0.1 -0.1
0.0 0.0 0.0
0.0 0.3 0.1
0.1 0.1 0.1
0.0 0.1 0.1
0.2 0.2 -0.2
0.2 -0.2 0.4
0.0 0.0 0.0
0.0 0.0 0.0
0.0 0.0 0.0
0.0 -0.1 0.0
0.1 -0.1 0.1
0.0 0.0 0.0
0.0 0.1 0.0
0.0 -0.5 -0.9
0.0 0.0 0.0
0.0 0.1 0.0
0.1 0.1 0.0
0.0 -0.1 0.0
0.0 0.0 0.0
0.0 -0.1 0.0
-0.1 0.0 0.0
0.1 0.0 0.0
0.0 0.0 -0.1
0.0 0.0 0.0
0.0 0.0 0.1
0.0 0.0 0.0
-0.1 0.0 0.0
0.0 0.0 0.1
0.0 0.0 0.0
0.0 0.0 -0.1
0.0 0.1 0.0
0.0 -0.1 0.1
0.1 0.0 0.0
0.0 0.0 0.0
0.0 0.0 0.0
0.0 0.0 0.0
0.0 0.0 0.0
0.0 0.0 0.0
0.0 0.1 0.0
0.0 0.0 0.0
0.0 0.0 0.0
0.0 0.1 0.0
0.0 0.0 0.0
0.0 0.0 0.0
-0.1 -0.1 0.0
0.1 0.0 0.0
0.0 0.0 0.0
0.0 0.0 0.0
0.0 0.0 0.0
0.0 0.1 0.1
0.0 -0.1 0.0
0.0 0.0 0.0
-0.1 -0.1 0.0
0.0 0.0 0.0
0.0 0.1 0.0
0.0 0.0 -0.1
0.1 0.0 0.1
-0.1 0.0 0.0
0.0 0.0 0.0
0.0 0.0 0.0
0.0 0.0 0.0
-0.1 0.0 0.1

Atomic partial charges in e from the Mulliken method, atoms 1 to 6:
1. Tc 0.2512
2. S -0.3708
3. S -0.0369
4. S 0.0964
5. S -0.1183
6. S 0.0216

***

(3)
The following is a DFT calculation (ωB97M-V with the def2-TZVPD basis set) of a cluster of 7 separate species, C37H48BrN7O5P2 in total.

## Properties
Charge: 0
Structure (SMILES): CCO[C@@H](NP(C)C)[C@@H](OCBr)P(=O)(O)O.c1ccncc1.c1ccncc1.c1ccncc1.c1ccncc1.c1ccncc1.c1ccncc1
Spin multiplicity: 1
Gap between HOMO and LUMO in eV: 7.477

Positions of all 100 atoms, in Å:
Br -2.1866 1.4283 -1.3999
P 3.7867 -0.0697 -0.9777
P 0.3721 -0.0607 1.1731
O -0.4193 1.1677 1.5619
O 0.9137 -2.5959 -1.5987
O 1.9281 0.1503 1.7314
O -0.2319 -1.4390 1.9492
O -0.9186 -1.1057 -1.0250
N -1.1846 9.6752 0.0372
N -4.4148 5.9703 1.5362
N 1.3116 -7.4883 -0.1268
N -1.9605 -9.9752 4.0872
N 3.4124 -4.2478 -4.4358
N 2.4798 -0.8249 -1.8965
N -4.0216 12.3888 1.8455
C 2.9538 -3.4394 -6.6504
C -4.3676 5.5965 -1.2271
C -0.8389 8.6254 -0.7160
C -3.8713 9.9137 3.1209
C -4.2268 11.0515 3.8303
C 0.2721 -0.4460 -0.6625
C -3.5912 10.0250 1.7686
C -3.6792 11.2780 1.1834
C -0.2994 10.6728 0.1258
C 1.0105 -7.6528 1.1658
C 0.9301 10.6718 -0.5128
C -3.8783 4.6178 -0.3763
C -2.0701 -0.3964 -0.6350
C 4.9426 0.8590 -2.1458
C -1.5706 -10.2548 5.3354
C 1.4744 -1.4512 -1.0181
C 0.3660 8.5241 -1.3921
C -2.9845 -8.5936 6.2827
C -4.8797 6.9004 0.6952
C -4.8807 6.7641 -0.6837
C 2.3636 -4.2923 -0.4182
C 1.8876 -3.6291 -1.7630
C -2.8652 -9.0012 3.9423
C 4.8360 -1.3608 -0.1095
C 3.9379 -5.3456 -4.9898
C 1.4827 -9.9822 1.1077
C 1.7985 -9.8378 -0.2341
C 2.9336 -3.3201 -5.2702
C 4.0100 -5.5610 -6.3563
C -3.4032 -8.2839 4.9986
C 1.6986 -8.5771 -0.7992
C 1.0807 -8.8680 1.8264
C 3.5053 -4.5852 -7.2014
C -4.2886 12.2560 3.1496
C -2.0489 -9.6005 6.4591
C 1.2667 9.5722 -1.2864
C -3.9261 4.8517 0.9889
H 5.8119 -1.4396 -0.6376
H 4.3163 -6.0816 -4.2886
H -1.6979 -9.8715 7.4458
H -5.2671 7.7965 1.1666
H 0.5597 -1.9585 2.1459
H 2.0038 -1.6766 -0.0613
H 2.5154 -2.4401 -4.7911
H -3.4655 11.4150 0.1294
H -2.9308 -0.9539 -1.0560
H -5.2719 7.5511 -1.3151
H 1.9381 -8.4140 -1.8444
H -4.3491 5.4514 -2.3008
H -3.3111 9.1643 1.1845
H -4.5649 13.1718 3.6608
H 4.4489 -6.4686 -6.7487
H 0.8262 -8.9410 2.8752
H -4.4513 11.0043 4.8878
H 1.5489 -10.9510 1.5873
H 3.4767 -4.2987 -0.4287
H 4.9729 -1.1291 0.9658
H -2.2346 -0.3812 0.4637
H -3.3821 -8.0569 7.1354
H 1.9781 -0.2237 2.6199
H 5.0879 1.9019 -1.8012
H -0.6066 11.5095 0.7449
H 4.4632 0.9372 -3.1481
H -3.4689 3.6933 -0.7618
H 1.3803 -4.4333 -2.3406
H -1.5776 7.8317 -0.7707
H 1.9673 -3.7123 0.4468
H 4.3469 -2.3605 -0.1421
H 3.5415 -4.7161 -8.2761
H 0.6979 -6.7532 1.6854
H 2.0596 -0.0748 -2.4400
H 2.1155 -10.6844 -0.8284
H -3.8128 8.9515 3.6162
H 5.9092 0.3210 -2.2612
H 2.5493 -2.6560 -7.2771
H -4.1311 -7.5037 4.8205
H 0.5931 7.6488 -1.9858
H 2.7376 -3.3232 -2.4013
H 2.2192 9.5325 -1.8007
H -3.1643 -8.7969 2.9203
H 1.6063 11.5096 -0.4068
H 1.9964 -5.3308 -0.2879
H 0.4652 0.4979 -1.2098
H -0.8350 -11.0470 5.4231
H -3.5574 4.1144 1.6933

Atomic forces in eV per Å
0.1 -0.6 0.3
-0.1 2.0 1.8
-1.9 2.6 2.3
1.1 -2.5 -1.0
0.8 0.3 0.4
-1.5 -1.3 -1.0
1.7 1.7 -1.1
-0.5 1.7 0.7
0.6 -0.1 -0.4
0.0 0.0 -0.4
0.0 -0.5 0.2
-0.1 0.2 0.3
0.2 -0.2 -0.6
0.6 -0.4 0.0
0.0 -0.4 0.2
0.1 -0.1 0.0
0.0 0.0 -0.1
-0.2 0.2 0.2
0.0 -0.1 0.0
0.0 0.0 0.0
2.0 -1.4 0.1
-0.2 0.0 0.3
-0.1 0.4 0.1
-0.3 -0.1 0.1
0.0 0.2 -0.3
0.0 -0.1 0.0
0.0 0.1 -0.1
-1.1 -1.2 -0.2
-0.3 -0.9 -0.8
0.0 0.0 -0.3
-0.2 0.7 -0.1
0.1 0.1 0.0
0.0 0.0 0.1
0.0 -0.1 0.3
0.0 -0.1 -0.1
0.0 0.5 -0.3
-0.1 -1.6 -0.1
0.2 -0.2 -0.2
-0.1 -0.8 -1.0
-0.1 0.2 0.3
0.0 -0.1 0.0
0.0 0.0 0.1
0.0 -0.1 0.4
0.0 0.0 0.0
0.0 0.0 0.1
-0.1 0.3 0.0
0.0 0.0 0.0
0.0 0.0 -0.1
0.0 0.2 -0.3
0.0 0.1 0.0
0.1 0.0 0.0
-0.1 0.2 0.3
-0.5 -0.1 0.5
0.0 0.0 -0.1
0.0 0.0 0.0
-0.1 0.0 -0.1
-0.3 -0.6 0.1
-0.2 -0.2 -0.6
0.0 0.0 0.0
0.0 -0.1 0.0
0.6 0.5 0.0
0.0 0.0 0.0
0.0 -0.1 0.0
0.0 0.0 0.0
0.1 0.1 0.0
0.0 0.0 0.1
0.0 0.0 0.0
-0.1 0.0 0.0
0.0 0.0 0.0
0.0 0.0 0.0
-0.7 -0.1 0.4
-0.1 0.3 -0.8
0.5 0.6 -0.7
0.0 0.0 0.0
0.1 0.2 0.2
-0.1 -0.8 0.1
0.0 0.0 0.0
0.3 -0.2 0.5
-0.1 0.1 0.1
0.1 0.7 0.2
0.0 -0.1 0.0
0.5 -0.3 -0.4
0.3 0.6 -0.1
0.0 0.0 0.0
0.0 0.0 0.1
0.0 -0.2 -0.1
0.0 0.0 0.0
0.0 0.0 0.0
-0.5 0.5 0.0
0.0 0.0 0.0
0.0 0.0 0.0
0.0 0.0 0.0
-0.5 0.2 0.6
0.0 0.0 0.0
0.0 0.1 0.0
0.0 0.0 0.0
0.2 0.7 -0.3
-0.5 -0.3 0.3
0.0 0.0 0.1
0.0 0.0 -0.1

Atomic partial charges in e from the Mulliken method, atoms 1 to 6:
1. Br -0.1713
2. P 0.3099
3. P 0.7079
4. O -0.6553
5. O -0.4594
6. O -0.4560